72
Properties=species:S:1:pos:R:3:forces:R:3:mulliken_spin:R:1 method="wB97M-V/def2-TZVPD" homo_energy_ev="-10.9 / -11.3" e_above_lowest_kcal_mol=40.1 total_charge=+1 e_tot_ev=-263676.82146 homo_lumo_gap_ev="6.337 / 7.038" spin_multiplicity=2
W -0.717 0.391 -0.118 -0.98 -0.77 -0.32 1.018
N 0.617 2.521 3.052 -0.54 0.14 0.13 0.002
N -0.104 3.691 2.815 -0.13 -0.07 0.19 0.001
C -1.200 3.719 2.061 0.39 0.03 -0.28 0.005
N -1.954 4.814 2.105 -0.05 -0.11 -0.19 0.001
N -1.411 2.618 1.288 -0.46 -0.29 0.12 0.046
N -2.539 2.480 0.608 0.53 0.60 0.23 -0.010
O -2.665 1.303 0.124 0.35 0.03 -0.09 -0.003
O -3.349 3.333 0.340 -0.08 0.01 0.35 0.003
H 0.659 2.358 4.051 -0.02 0.16 0.03 0.000
H 1.553 2.600 2.657 -0.43 0.09 0.41 0.001
H 0.194 4.562 3.234 0.03 0.00 0.01 0.000
H -1.720 5.558 2.742 -0.05 -0.03 -0.01 0.000
H -2.661 4.968 1.407 -0.10 -0.06 -0.03 0.000
O -4.903 1.640 -3.386 0.01 0.01 -0.01 0.001
C -3.958 1.050 -4.258 -0.03 0.03 0.06 0.002
C -2.705 0.653 -3.437 -0.03 0.03 0.04 -0.015
C -1.781 0.000 -4.467 -0.07 0.02 -0.06 0.004
O -0.518 -0.335 -3.923 0.00 -0.02 0.00 0.003
C -3.236 -0.287 -2.347 -0.01 -0.04 0.03 0.027
Se -1.903 -1.313 -1.339 0.35 0.53 0.10 -0.033
C -2.164 1.966 -2.871 0.00 0.02 0.06 0.005
Se -0.445 2.102 -1.879 0.18 -0.52 0.21 0.013
H -5.670 1.925 -3.891 -0.01 -0.01 0.00 0.000
H -3.662 1.747 -5.049 0.00 0.01 0.01 0.000
H -4.368 0.150 -4.729 0.01 0.00 -0.01 -0.001
H -1.659 0.709 -5.294 0.00 -0.01 -0.01 0.000
H -2.283 -0.891 -4.868 0.02 -0.02 0.03 0.000
H 0.075 -0.556 -4.647 0.01 0.02 0.00 0.000
H -3.863 -1.062 -2.790 0.05 -0.02 -0.02 0.007
H -3.844 0.266 -1.638 -0.03 0.00 -0.01 -0.003
H -2.908 2.398 -2.207 -0.02 0.01 -0.04 -0.001
H -2.002 2.673 -3.686 0.06 -0.03 -0.02 0.000
F 1.767 0.974 1.231 0.10 -0.11 -0.22 0.016
As 2.929 2.131 0.549 0.17 -0.30 -0.76 0.004
F 2.693 1.376 -1.002 0.02 0.02 0.08 0.000
F 4.197 1.013 0.910 -0.07 0.03 -0.01 0.000
F 4.011 3.272 -0.116 -0.08 -0.01 0.11 0.000
F 3.072 2.823 2.137 0.56 0.21 0.00 0.000
F 1.549 3.160 0.245 0.12 0.03 0.07 0.001
N 0.884 -0.801 -0.530 0.16 0.27 0.03 -0.083
C 1.789 -1.493 -0.756 -0.02 -0.02 0.02 0.080
N 2.760 -2.287 -1.014 -0.01 -0.02 -0.06 -0.006
C 2.504 -3.717 -1.293 0.02 -0.01 -0.01 0.006
C 3.059 -4.555 -0.151 -0.01 0.00 0.01 0.000
C 4.532 -4.232 0.094 0.00 -0.01 0.00 0.000
C 4.738 -2.741 0.353 0.01 0.02 0.01 0.001
C 4.174 -1.905 -0.784 -0.02 0.01 0.02 0.009
H 3.008 -3.951 -2.233 -0.01 -0.01 0.00 0.001
H 1.433 -3.854 -1.432 0.00 0.00 0.01 0.002
H 2.924 -5.610 -0.392 0.01 0.00 -0.01 0.000
H 2.475 -4.352 0.752 0.00 -0.01 0.00 0.000
H 5.119 -4.534 -0.779 0.00 0.00 0.00 0.000
H 4.904 -4.815 0.937 0.00 0.00 0.00 0.000
H 5.797 -2.506 0.463 0.00 0.00 0.00 0.000
H 4.248 -2.445 1.285 0.00 -0.01 0.00 0.000
H 4.699 -2.106 -1.720 0.01 0.02 0.01 0.001
H 4.212 -0.839 -0.580 0.00 0.07 0.02 -0.004
C 0.175 -0.830 3.690 0.02 0.03 0.07 -0.006
C -1.075 -0.906 2.829 0.17 -0.05 -0.01 -0.014
O -0.861 -0.247 1.621 -0.17 0.04 -0.05 -0.091
C -1.386 -2.391 2.493 0.04 0.00 -0.08 0.009
F -1.400 -3.160 3.580 0.02 0.02 0.03 0.000
F -0.425 -2.864 1.675 -0.01 0.05 -0.02 0.000
F -2.554 -2.533 1.867 0.00 0.03 -0.05 -0.001
C -2.295 -0.257 3.526 -0.05 -0.01 -0.03 -0.001
F -3.303 -0.063 2.671 0.02 -0.01 0.03 0.000
F -1.976 0.941 4.037 0.08 0.06 -0.03 0.000
F -2.728 -1.024 4.529 0.01 0.03 -0.02 0.000
H 1.022 -1.176 3.100 -0.01 -0.04 0.02 0.000
H 0.071 -1.446 4.581 -0.01 0.02 0.01 -0.001
H 0.356 0.204 3.970 -0.03 -0.09 -0.06 0.001

9
Properties=species:S:1:pos:R:3:forces:R:3:mulliken_spin:R:1 method="wB97M-V/def2-TZVPD" homo_energy_ev="-14.3 / -16.0" e_above_lowest_kcal_mol=0.0 total_charge=+1 e_tot_ev=-9678.73756 homo_lumo_gap_ev="8.258 / 9.053" spin_multiplicity=2
H 0.259 -0.948 1.433 1.00 -0.93 -0.73 0.039
O 2.022 -0.693 0.286 1.08 2.63 -1.19 0.015
C 0.688 -0.910 0.372 -2.88 0.11 1.38 -0.021
C -0.077 0.365 -0.019 -1.52 -1.61 -0.78 0.331
C -1.465 0.326 -0.190 -1.48 0.74 0.56 0.224
O 0.567 1.404 -0.388 1.88 0.51 -0.29 0.177
O -2.609 0.400 -0.107 1.66 -0.36 -0.26 0.216
Be 1.983 0.729 -0.307 0.10 -1.27 0.88 -0.010
H 0.322 -1.762 -0.234 0.17 0.18 0.43 0.028

11
Properties=species:S:1:pos:R:3:forces:R:3:lowdin_charge:R:1 method="wB97M-V/def2-TZVPD" homo_energy_ev=-10.2 e_above_lowest_kcal_mol=55.6 total_charge=0 smiles=O[C@@]1(CCl)CO1 e_tot_ev=-19807.42107 homo_lumo_gap_ev=10.988 spin_multiplicity=1
C -0.628 0.386 1.102 1.25 -0.71 0.97 -0.179
C -0.074 0.388 -0.253 -0.82 -3.77 0.31 -0.542
C 0.305 -1.032 -0.973 -1.25 3.58 2.58 -0.467
O -1.479 0.625 0.067 -0.51 1.50 -2.90 0.013
O 0.786 1.353 -0.629 -0.20 1.20 0.50 0.076
Cl 1.155 -1.924 0.241 1.16 -0.92 0.18 0.640
H -0.870 -0.559 1.552 0.44 -0.14 0.83 0.101
H -0.338 1.237 1.739 -0.32 -0.31 0.10 0.129
H 0.813 -0.752 -1.836 1.49 0.00 -1.30 0.060
H -0.544 -1.573 -1.214 -1.74 -0.85 -0.46 0.050
H 0.873 1.852 0.203 0.50 0.41 -0.81 0.118

6
Properties=species:S:1:pos:R:3:forces:R:3:lowdin_charge:R:1 method="wB97M-V/def2-TZVPD" homo_energy_ev="-9.1 / -9.1" e_above_lowest_kcal_mol=27.4 total_charge=0 e_tot_ev=-28047.70990 homo_lumo_gap_ev="7.026 / 7.055" spin_multiplicity=1
Si -0.967 -0.123 -0.035 0.39 -0.79 -2.71 -0.060
P -3.247 -0.465 0.029 0.97 -0.19 0.12 0.303
S 0.737 -1.684 0.006 -1.13 0.84 -0.58 0.207
H -0.839 0.552 -1.467 -0.07 -0.70 1.30 -0.084
H -0.610 0.897 0.885 0.29 0.63 0.99 -0.154
H 1.006 -1.739 -1.345 -0.45 0.21 0.88 -0.213

36
Properties=species:S:1:pos:R:3:forces:R:3:lowdin_charge:R:1 method="wB97M-V/def2-TZVPD" homo_energy_ev=-8.9 e_above_lowest_kcal_mol=37.1 total_charge=0 smiles="C=C(C)CSC1=C(C#N)[C@@H](c2ccccc2Cl)CC(=O)N1" e_tot_ev=-45220.74512 homo_lumo_gap_ev=9.138 spin_multiplicity=1
C 0.161 0.428 2.930 0.00 0.04 0.06 0.033
C -1.142 0.337 2.716 -0.01 -0.18 0.05 -0.439
C -1.992 1.556 2.484 0.24 0.39 -0.46 -0.412
H -2.094 2.138 3.401 -0.13 -0.01 -0.04 0.087
H -2.993 1.300 2.134 -0.01 -0.03 0.12 0.073
S -1.232 2.762 1.321 -0.13 -0.06 0.05 0.999
C -0.843 1.711 -0.043 0.40 0.39 0.17 -0.510
C 0.339 1.802 -0.691 -0.86 -0.53 -0.22 -0.234
C 1.364 2.647 -0.245 0.32 0.35 0.33 -0.228
N 2.232 3.314 0.101 0.31 0.22 0.08 0.176
C 0.608 0.928 -1.893 -0.07 0.06 -0.05 -0.237
C 1.294 -0.370 -1.520 0.12 0.05 -0.14 -0.191
C 1.176 -0.934 -0.257 0.03 -0.04 -0.02 -0.011
C 1.781 -2.140 0.050 -0.02 -0.05 0.02 -0.066
C 2.521 -2.809 -0.907 -0.01 0.01 0.01 -0.077
C 2.654 -2.268 -2.173 0.01 0.01 -0.06 -0.102
C 2.042 -1.063 -2.471 0.00 -0.15 0.24 -0.585
Cl 2.228 -0.426 -4.073 0.04 0.05 -0.20 0.729
H 3.228 -2.776 -2.932 0.05 -0.02 -0.08 0.104
H 2.997 -3.749 -0.674 0.05 -0.09 0.01 0.106
H 1.672 -2.556 1.040 -0.01 -0.04 0.11 0.103
H 0.612 -0.420 0.506 -0.04 0.08 0.04 0.087
C -0.717 0.637 -2.612 0.07 -0.04 -0.16 -0.036
C -1.796 0.165 -1.669 0.06 -0.19 -0.37 -0.446
O -2.635 -0.663 -1.924 -0.07 -0.08 -0.10 0.103
N -1.808 0.822 -0.461 -0.24 0.10 0.53 0.124
H -2.608 0.652 0.134 0.06 0.00 -0.18 0.135
H -0.581 -0.108 -3.395 -0.09 0.04 0.07 0.119
H -1.088 1.556 -3.078 -0.01 -0.01 0.01 0.146
H 1.265 1.469 -2.582 -0.17 -0.05 0.11 0.125
C -1.878 -0.969 2.692 0.14 0.03 0.09 -0.055
H -2.745 -0.929 3.351 -0.10 -0.07 0.03 0.085
H -1.230 -1.778 3.017 0.01 -0.11 0.01 0.080
H -2.231 -1.199 1.686 -0.09 -0.02 -0.08 0.078
H 0.674 1.376 2.924 0.08 0.21 -0.05 0.066
H 0.767 -0.441 3.116 0.07 -0.26 0.06 0.069

13
Properties=species:S:1:pos:R:3:forces:R:3:lowdin_charge:R:1 method="wB97M-V/def2-TZVPD" homo_energy_ev=-8.8 e_above_lowest_kcal_mol=101.5 total_charge=0 e_tot_ev=-7795.24306 homo_lumo_gap_ev=9.759 spin_multiplicity=1
C -1.125 -0.650 0.028 -0.17 0.07 0.04 -0.175
O 0.038 -1.347 -0.376 0.00 -0.06 0.02 -0.156
C 1.123 -0.737 0.338 0.24 0.04 0.08 -0.241
C 0.784 0.677 0.710 -0.09 -0.39 0.17 0.007
N 0.045 1.312 -0.895 0.13 0.07 -0.19 0.091
C -0.632 0.764 0.297 -0.04 -0.02 0.16 -0.356
H -1.539 -1.056 0.964 0.04 0.03 -0.12 0.127
H -1.876 -0.750 -0.761 0.09 0.09 0.06 0.127
H 1.296 -1.243 1.302 -0.05 -0.01 -0.07 0.124
H 2.029 -0.842 -0.268 -0.12 -0.02 0.15 0.118
H 0.882 1.848 -0.611 -0.26 0.25 -0.39 0.090
H 0.252 0.590 -1.579 0.05 0.08 0.10 0.110
H -1.341 1.462 0.744 0.18 -0.15 -0.01 0.134

13
Properties=species:S:1:pos:R:3:forces:R:3:lowdin_charge:R:1 method="wB97M-V/def2-TZVPD" homo_energy_ev=-9.5 e_above_lowest_kcal_mol=33.4 total_charge=0 smiles=NCCCF e_tot_ev=-7446.73650 homo_lumo_gap_ev=10.629 spin_multiplicity=1
C -0.751 0.320 0.344 1.40 2.65 1.46 -0.386
C 0.393 -0.538 0.048 3.01 -2.26 3.26 -0.226
C 1.628 0.316 -0.288 -1.30 0.78 0.58 -0.219
H -2.168 -0.977 0.117 -1.06 -3.06 1.38 0.043
H -2.637 0.374 -0.430 0.32 0.47 0.02 0.092
H -0.478 1.131 -0.322 -0.29 1.50 0.81 0.106
H -0.872 0.613 1.484 0.33 -0.28 -2.13 0.161
H 0.069 -1.347 -0.561 0.23 -0.08 -1.70 0.100
H 0.663 -1.187 0.926 0.11 0.83 -0.11 0.126
H 1.479 1.313 0.310 0.60 -1.64 -1.34 0.147
H 1.650 0.423 -1.368 0.04 0.75 -0.16 0.116
N -1.814 -0.207 -0.314 -3.65 0.66 -2.44 -0.008
F 2.838 -0.233 0.052 0.24 -0.34 0.36 -0.053

21
Properties=species:S:1:pos:R:3:forces:R:3:lowdin_charge:R:1 method="wB97M-V/def2-TZVPD" homo_energy_ev=-8.9 e_above_lowest_kcal_mol=19.0 total_charge=0 smiles=CCCNCCN e_tot_ev=-8391.79486 homo_lumo_gap_ev=10.040 spin_multiplicity=1
N -0.355 2.547 1.333 -0.12 0.59 0.09 -0.004
C -1.154 1.356 1.565 0.57 0.40 0.02 -0.302
C -0.364 0.091 1.858 -0.23 -0.24 -0.96 -0.231
N 0.641 -0.207 0.809 -0.31 -0.24 0.60 -0.084
C 0.061 -0.277 -0.520 -0.43 0.71 -0.39 -0.289
C 1.054 -0.840 -1.527 0.22 -0.87 0.48 -0.249
C 0.388 -1.694 -2.607 0.17 0.04 0.46 -0.112
H -0.180 3.066 2.182 0.13 -0.10 -0.04 0.058
H 0.518 2.392 0.851 0.00 -0.28 0.07 0.055
H -1.814 1.229 0.712 -0.09 -0.31 -0.15 0.092
H -1.799 1.556 2.411 -0.23 0.01 0.23 0.106
H -1.115 -0.720 1.862 0.16 -0.01 0.43 0.111
H 0.161 0.171 2.810 -0.12 -0.09 0.05 0.111
H 0.956 -1.151 1.027 0.31 0.28 -0.07 0.101
H -0.912 -0.797 -0.540 0.20 -0.47 0.04 0.116
H -0.224 0.731 -0.840 0.16 0.08 0.07 0.110
H 1.736 -0.051 -1.845 -0.21 0.03 -0.48 0.107
H 1.714 -1.537 -0.998 0.02 0.04 0.21 0.099
H -0.141 -2.504 -2.094 -0.41 0.31 -0.10 0.074
H -0.276 -1.119 -3.246 -0.18 -0.10 -0.10 0.071
H 1.105 -2.240 -3.202 0.40 0.23 -0.45 0.060